No. 1
74
Properties=species:S:1:pos:R:3 method="wB97M-V/def2-TZVPD" homo_lumo_gap_ev="7.497 / 8.407" lumo_energy_ev="-3.08 / -2.18" total_charge=+1 e_above_lowest_ev=0.0000 multiplicity=2
Fe -0.0776 -1.6042 0.4561
S 2.1698 -1.3205 0.3055
P 1.4378 0.3084 -0.6672
C -0.2219 -0.0993 -0.7676
P -1.6437 0.4817 -0.0161
S -2.3027 -1.2659 0.7905
C -2.8617 1.1780 -1.1429
C -4.2115 1.1913 -0.8034
C -5.1296 1.7636 -1.6682
C -4.7013 2.3207 -2.8671
C -3.3569 2.3019 -3.2083
C -2.4344 1.7258 -2.3472
C -1.4233 1.7292 1.2798
C -2.0139 2.9842 1.1824
C -1.7813 3.9388 2.1633
C -0.9569 3.6468 3.2368
C -0.3588 2.3952 3.3341
C -0.5906 1.4434 2.3591
C 2.1907 0.4316 -2.2966
C 1.4181 0.2196 -3.4325
C 2.0049 0.2982 -4.6879
C 3.3564 0.5859 -4.8027
C 4.1283 0.7976 -3.6658
C 3.5480 0.7228 -2.4120
C 1.8879 1.8232 0.2017
C 1.3340 3.0191 -0.2532
C 1.6184 4.2032 0.4037
C 2.4670 4.1992 1.5045
C 3.0269 3.0121 1.9497
C 2.7320 1.8201 1.3045
H -4.5432 0.7518 0.1304
H -6.1802 1.7733 -1.4107
H -5.4219 2.7648 -3.5408
H -3.0277 2.7290 -4.1462
H -1.3835 1.6874 -2.6117
H -2.6560 3.2237 0.3450
H -2.2466 4.9121 2.0832
H -0.7757 4.3924 3.9995
H 0.2942 2.1695 4.1670
H -0.1065 0.4725 2.4262
H 0.3643 -0.0098 -3.3241
H 1.4060 0.1373 -5.5744
H 3.8133 0.6492 -5.7812
H 5.1813 1.0258 -3.7601
H 4.1477 0.8969 -1.5255
H 0.6760 3.0247 -1.1161
H 1.1828 5.1304 0.0560
H 2.6943 5.1274 2.0118
H 3.6914 3.0108 2.8035
H 3.1556 0.8881 1.6569
C -1.1768 -2.5448 3.7057
P 0.0836 -2.8070 2.4250
C 1.6432 -2.5831 3.3375
C 0.0219 -4.6099 2.0690
C 0.6754 -4.8376 0.7042
P -0.0605 -3.6180 -0.4429
C -1.7181 -4.2511 -0.8263
C 0.8346 -3.7511 -2.0119
H -2.1683 -2.7152 3.2894
H -1.1347 -1.5133 4.0562
H -1.0118 -3.2178 4.5484
H 1.6737 -3.2244 4.2194
H 1.7291 -1.5418 3.6496
H 2.4930 -2.8073 2.6944
H -1.0353 -4.8892 2.0313
H 0.4804 -5.2000 2.8634
H 0.5584 -5.8593 0.3399
H 1.7476 -4.6212 0.7456
H -1.6637 -5.2594 -1.2407
H -2.1857 -3.5832 -1.5485
H -2.3391 -4.2577 0.0684
H 0.9175 -4.7973 -2.3116
H 1.8270 -3.3152 -1.9074
H 0.2888 -3.2035 -2.7798

No. 2
136
Properties=species:S:1:pos:R:3 method="wB97M-V/def2-TZVPD" homo_lumo_gap_ev="1.462 / 9.010" lumo_energy_ev="2.24 / 2.31" total_charge=-1 multiplicity=2
C -11.3362 -17.3260 6.1647
C -12.7656 -17.7327 5.8327
O -12.6110 -18.6974 4.8270
H -10.6763 -17.2063 5.3054
H -10.9704 -17.9161 7.0049
H -11.3695 -16.3115 6.5618
H -13.2390 -16.8780 5.3495
H -13.2775 -18.0780 6.7310
H -13.2671 -19.3703 5.0229
C -9.8913 -16.4871 -6.4961
C -9.7779 -16.7620 -4.9793
O -10.1406 -18.0351 -4.6637
H -9.4189 -17.3848 -6.8950
H -9.2566 -15.6399 -6.7559
H -10.9448 -16.4609 -6.7746
H -10.2676 -15.9925 -4.3825
H -8.7089 -16.6345 -4.8083
H -10.3521 -17.9884 -3.7285
C -7.9148 -14.6195 -0.0369
C -7.6831 -15.6747 -1.0599
O -6.4813 -16.3557 -0.7931
H -8.8183 -14.0310 -0.1966
H -7.1391 -13.8541 -0.0092
H -8.0119 -15.1828 0.8911
H -7.6565 -15.0540 -1.9555
H -8.5588 -16.2897 -1.2671
H -6.3609 -16.9243 -1.5572
C -21.8110 -19.8136 -4.1880
O -20.4268 -19.3817 -4.3235
C -20.0577 -18.7238 -5.5036
C -18.7301 -18.1521 -5.1254
N -18.2694 -17.1931 -6.2691
C -17.3867 -16.1299 -5.7424
C -16.0857 -16.6100 -5.1046
O -16.1246 -17.2758 -3.8576
C -16.5151 -16.5630 -2.6996
H -22.4675 -18.9441 -4.1558
H -22.0378 -20.3323 -3.2565
H -22.2159 -20.4562 -4.9699
H -20.6382 -17.8253 -5.7127
H -20.0291 -19.4660 -6.3014
H -17.9904 -18.9526 -5.1154
H -18.7940 -17.6945 -4.1381
H -19.1565 -16.9196 -6.6671
H -17.8785 -15.4923 -5.0077
H -17.1599 -15.5369 -6.6284
H -15.3229 -15.8324 -5.0662
H -15.6033 -17.3284 -5.7675
H -15.9793 -15.6142 -2.7286
H -16.0565 -17.1938 -1.9381
H -17.5879 -16.4667 -2.5322
C -15.2211 -11.6210 3.6281
C -13.9665 -12.2515 3.1639
C -13.7307 -13.7807 3.4321
O -13.5176 -13.9822 4.7957
C -14.6387 -14.3321 5.5505
N -14.0939 -11.9930 1.6523
H -15.0543 -11.2511 4.6398
H -16.0564 -12.2871 3.8444
H -15.5013 -10.7382 3.0535
H -13.1020 -11.6714 3.4869
H -12.8428 -14.1367 2.9095
H -14.4965 -14.4490 3.0383
H -15.5071 -13.7066 5.3442
H -14.3291 -14.2151 6.5890
H -14.9940 -15.3612 5.4980
H -14.4689 -11.0602 1.5555
H -13.2486 -12.1883 1.1352
C -5.6046 -19.9874 5.5537
C -6.9347 -19.4237 5.0665
C -7.2337 -18.1104 5.9388
O -7.0956 -18.3623 7.3649
C -7.6905 -17.4036 8.1645
N -6.7727 -19.0158 3.6287
H -5.3061 -20.7524 4.8368
H -5.8500 -20.5065 6.4802
H -4.8623 -19.1902 5.5911
H -7.7495 -20.1399 5.1729
H -8.2466 -17.9282 5.5795
H -6.5450 -17.3326 5.6090
H -7.0347 -16.6210 8.5463
H -7.8517 -17.9201 9.1107
H -8.6088 -16.9485 7.7934
H -6.5878 -19.8356 3.0686
H -7.6307 -18.5820 3.3193
C -13.1898 -14.4851 -6.3496
C -13.9921 -13.2555 -5.9370
C -13.9317 -13.0355 -4.3927
O -14.7103 -11.8908 -4.2805
C -14.7619 -11.4416 -2.9231
N -13.3671 -12.2067 -6.6901
H -13.4684 -14.6658 -7.3877
H -13.2930 -15.4065 -5.7764
H -12.1257 -14.2833 -6.2268
H -15.0550 -13.2836 -6.1769
H -12.9225 -12.6877 -4.1720
H -14.2502 -13.8374 -3.7267
H -15.1936 -12.1725 -2.2394
H -15.4682 -10.6192 -3.0365
H -13.8840 -10.9096 -2.5567
H -13.6347 -12.4254 -7.6391
H -14.0343 -11.4847 -6.4581
C -12.8254 -15.8329 -2.0140
C -11.6263 -16.2506 -1.2060
C -11.8149 -16.1627 0.2854
O -10.5019 -16.4180 0.8958
C -10.6204 -16.5143 2.3461
N -11.2530 -17.5619 -1.4952
H -13.0119 -14.7599 -2.0588
H -13.7079 -16.4156 -1.7500
H -12.5529 -15.9350 -3.0644
H -10.7989 -15.6173 -1.5260
H -12.5775 -16.8182 0.7061
H -12.1027 -15.1285 0.4743
H -11.5493 -16.9824 2.6717
H -10.5702 -15.5500 2.8519
H -9.9831 -17.2239 2.8737
H -11.1494 -18.1125 -0.6548
H -11.9743 -18.0671 -1.9897
C -14.9210 -20.9029 -3.3226
C -14.1323 -20.0406 -2.3331
C -12.6634 -20.6102 -2.0789
O -12.2119 -20.3034 -0.7504
C -10.8321 -20.5803 -0.3928
N -13.9378 -18.7473 -2.8687
H -15.0428 -21.9180 -2.9448
H -14.3613 -21.1214 -4.2320
H -15.8272 -20.4792 -3.7555
H -14.7146 -20.0809 -1.4125
H -11.9542 -20.2361 -2.8172
H -12.5841 -21.6973 -2.0718
H -10.1658 -20.6378 -1.2535
H -10.5845 -21.5547 0.0281
H -10.4399 -19.9356 0.3937
H -13.6431 -18.7635 -3.8346
H -14.8448 -18.4217 -3.1710

No. 3
16
Properties=species:S:1:pos:R:3 method="wB97M-V/def2-TZVPD" homo_lumo_gap_ev=8.822 lumo_energy_ev=-0.16 total_charge=0 e_above_lowest_ev=6.0216 multiplicity=1
C 1.7330 -0.2250 -0.0331
C 0.2671 -0.5200 0.2353
C -1.1457 -0.0079 -2.2676
C -0.1607 -0.9185 1.6530
O -0.9535 0.3054 1.7701
C -0.6365 0.6542 0.4932
N -1.0440 1.6098 -0.2259
H 2.1732 0.4041 0.7489
H 2.2945 -1.1632 -0.0847
H 1.8526 0.2911 -0.9921
H -0.3022 0.5819 -2.6944
H -0.1690 -1.1212 -0.5651
H -2.0132 0.6526 -2.4387
H 0.6301 -0.9461 2.4056
H -0.8104 -1.7948 1.7191
H -1.7151 2.1976 0.2765

No. 4
16
Properties=species:S:1:pos:R:3 method="wB97M-V/def2-TZVPD" homo_lumo_gap_ev=11.192 smiles="NC(=O)NC=O.O.O" lumo_energy_ev=0.48 total_charge=0 e_above_lowest_ev=1.5149 multiplicity=1
O 1.4263 -2.7598 -0.8090
C 1.9790 -1.7072 -0.8594
N 1.4522 -0.5697 -0.1869
C 0.1662 -0.6362 0.4036
N -0.5012 -1.7883 0.4045
O -0.3284 0.4128 0.8787
H 2.9969 -1.6353 -1.1747
H 1.8284 0.4622 -0.1802
H -0.0776 -2.6378 -0.0117
H -1.3676 -1.9353 0.8898
H -2.5400 1.4138 0.3368
H -3.5742 2.0646 -0.7441
O -3.4824 1.6488 0.1673
H 0.3618 3.2459 0.7044
H 0.7790 1.7227 0.1743
O 0.8815 2.6986 0.0067

No. 5
100
Properties=species:S:1:pos:R:3 method="wB97M-V/def2-TZVPD" homo_lumo_gap_ev=8.363 lumo_energy_ev=0.21 total_charge=0 e_above_lowest_ev=0.0000 multiplicity=1
C 2.9321 -2.7366 -4.3472
C 2.3148 -1.8465 -5.3739
H 2.4085 -3.7009 -4.3211
H 2.8719 -2.2990 -3.3471
H 3.9833 -2.9528 -4.5837
C 2.1858 -2.3327 -6.6284
C 2.5088 -3.7402 -7.0259
H 1.9120 -1.6909 -7.4648
H 2.0240 -4.5011 -6.3874
H 3.5969 -3.9394 -7.0335
H 2.1585 -3.8915 -8.0610
Bi 1.2238 0.1248 -0.9882
Cl 2.5703 -0.1729 1.1218
Cl 2.9696 1.5358 -2.1720
C 0.3897 3.3675 -0.3462
O -0.0888 2.2184 -0.1176
N -0.3759 4.4103 -0.6754
C -1.8254 4.2568 -0.7641
C 0.2231 5.6405 -1.1864
H 1.4719 3.5755 -0.3116
H -2.1858 3.7332 0.1318
H -2.1280 3.6797 -1.6530
H -2.2453 5.2676 -0.8254
H 1.1305 5.8620 -0.6139
H -0.5025 6.4484 -1.0750
H 0.5155 5.5644 -2.2445
H -0.2421 -5.1061 2.3806
H -0.5013 -3.6799 -0.9762
C -1.1993 -4.7985 1.9424
C -1.3913 -3.8099 -0.3492
N -1.0230 -3.6582 1.0499
H -1.8994 -4.5674 2.7578
C -0.6553 -2.4507 1.5180
O -0.7321 -1.3884 0.8717
H -2.1328 -3.0522 -0.6338
H -0.2546 -2.4676 2.5590
H -1.6037 -5.6264 1.3490
H -1.7916 -4.8189 -0.4729
O 0.9744 -0.5166 -3.8558
C 1.9210 -0.4368 -4.9453
C 0.4738 0.0271 -6.9735
C 1.4382 0.4658 -6.0662
H 0.0962 -0.9996 -6.8891
C 0.0113 0.8780 -7.9853
H 2.8346 -0.0176 -4.4948
C 2.0194 1.7303 -6.2295
H -0.7894 0.5251 -8.6402
C 0.5842 2.1399 -8.1449
C 1.6123 2.5460 -7.2851
H 2.7929 2.0441 -5.5223
H 0.2490 2.7807 -8.9639
H 2.0870 3.5100 -7.4416
Si -0.6555 0.0460 -3.6718
Cl 1.3885 -2.4188 -1.6466
C -1.7804 -0.4398 -5.0840
C -0.4107 1.9194 -3.6053
C -1.6414 -0.5151 -2.1801
H -1.7658 0.2993 -5.9011
H -2.8195 -0.5003 -4.7110
H -1.5197 -1.4335 -5.4770
H -2.6017 -0.8954 -2.5559
H -1.8772 0.3026 -1.4889
H -1.1701 -1.3307 -1.6262
H -0.3660 2.3041 -4.6340
H 0.5333 2.1951 -3.1141
H -1.2371 2.4271 -3.0839
C -1.3679 4.0865 7.0924
C -0.1902 4.1300 6.3332
C 0.1062 3.0945 5.4377
C -0.7636 2.0081 5.3347
C -1.9575 1.9695 6.0541
C -2.2515 3.0101 6.9486
Sb -0.0438 0.3228 4.1333
C 1.3235 -0.2564 5.7534
C 2.5806 -0.7382 5.3792
C 3.5339 -1.0347 6.3671
C 3.2344 -0.8335 7.7224
C 1.9731 -0.3561 8.0898
C 1.0159 -0.0755 7.1029
C -1.5989 -1.1087 4.6824
C -1.4300 -2.0254 5.7214
C -2.5143 -2.8137 6.1358
C -3.7589 -2.6862 5.5096
C -3.9210 -1.7660 4.4645
C -2.8356 -0.9830 4.0433
H -1.5954 4.8923 7.7944
H 0.5032 4.9662 6.4415
H 1.0222 3.1364 4.8479
H -2.6562 1.1380 5.9464
H -3.1702 2.9685 7.5343
H 2.8207 -0.8840 4.3205
H 4.5122 -1.4222 6.0746
H 3.9842 -1.0492 8.4865
H 1.7222 -0.2046 9.1414
H 0.0353 0.2912 7.4098
H -0.4643 -2.1389 6.2151
H -2.3818 -3.5178 6.9581
H -4.6073 -3.2886 5.8447
H -4.8907 -1.6507 3.9737
H -2.9633 -0.2732 3.2207

No. 6
13
Properties=species:S:1:pos:R:3 method="wB97M-V/def2-TZVPD" homo_lumo_gap_ev=10.615 smiles="[H]/N=C/OCCO" lumo_energy_ev=0.88 total_charge=0 e_above_lowest_ev=1.8179 multiplicity=1
O 0.4023 -1.8403 0.0476
C 1.1311 -0.7892 -0.5176
C 0.3659 0.4741 -0.9391
O 0.0851 1.4514 0.1119
C -0.9149 1.0905 0.9220
N -1.3764 -0.0861 0.8949
H -0.1560 -1.4314 0.7305
H 1.9651 -0.4819 0.1332
H 1.5655 -1.2069 -1.4336
H 0.9740 1.0246 -1.6634
H -0.5898 0.2032 -1.3974
H -1.3236 1.8657 1.5751
H -2.1281 -0.2738 1.5360

No. 7
10
Properties=species:S:1:pos:R:3 method="wB97M-V/def2-TZVPD" homo_lumo_gap_ev=10.173 lumo_energy_ev=-0.18 total_charge=0 e_above_lowest_ev=2.1872 multiplicity=1
C -1.3024 1.3146 -0.7983
O -2.1697 1.7820 -1.4598
O 0.7317 -0.4458 1.3538
O 1.3536 -1.7670 -0.6550
O -1.3422 0.0936 -0.1650
Si 2.0873 -1.4669 0.7236
H -0.2535 1.8273 -0.5968
H 0.7667 -0.0962 2.1821
H 0.5188 -1.3674 -0.7924
H -0.3905 0.1257 0.2080

No. 8
44
Properties=species:S:1:pos:R:3 method="wB97M-V/def2-TZVPD" homo_lumo_gap_ev=8.437 lumo_energy_ev=0.24 total_charge=0 e_above_lowest_ev=0.0000 multiplicity=1
Li 0.3323 0.4599 -2.5004
N 1.5342 2.1922 -3.2202
C 0.8691 3.4528 -2.8071
C -0.6370 3.3889 -3.0930
C -1.0316 1.9840 -2.6796
O -0.9390 1.7007 -1.4531
O -1.1326 1.1126 -3.5851
H 2.5288 2.2578 -3.0367
H 1.4308 2.0768 -4.2247
H 1.3110 4.3263 -3.2944
H 1.0125 3.5497 -1.7315
H -0.8483 3.5365 -4.1517
H -1.1464 4.1505 -2.5044
C 1.6683 1.5391 0.8496
C 0.4036 0.7883 1.2592
C 0.3975 0.5017 2.7554
Sb 0.1266 -0.9013 -0.0707
C 0.9020 -2.6038 1.0395
C 0.2004 -2.9902 2.3370
C 2.4025 -2.4089 1.2539
C -2.0122 -1.1889 0.0480
C -2.6551 -0.8447 1.3854
C -2.3764 -2.5946 -0.4216
H 1.7709 2.4642 1.4255
H 1.6459 1.8060 -0.2089
H 2.5667 0.9413 1.0292
H -0.4574 1.4065 0.9959
H 1.2533 -0.1082 3.0518
H -0.5093 -0.0084 3.0787
H 0.4653 1.4413 3.3138
H 0.7672 -3.4219 0.3243
H 0.2787 -2.2080 3.0916
H 0.6606 -3.8919 2.7549
H -0.8569 -3.2045 2.1845
H 2.6031 -1.5890 1.9476
H 2.9242 -2.1876 0.3202
H 2.8505 -3.3114 1.6804
H -2.3559 -0.4664 -0.6957
H -2.3146 -1.4997 2.1895
H -3.7418 -0.9551 1.3131
H -2.4502 0.1859 1.6777
H -2.0174 -3.3594 0.2714
H -1.9615 -2.8162 -1.4074
H -3.4625 -2.7031 -0.4919

No. 9
19
Properties=species:S:1:pos:R:3 method="wB97M-V/def2-TZVPD" homo_lumo_gap_ev=10.250 smiles="CCC(=O)NCCO" lumo_energy_ev=0.69 total_charge=0 e_above_lowest_ev=2.4481 multiplicity=1
C 0.2519 -0.6507 -1.7521
C -1.2182 -0.5216 -2.2145
C 0.7465 0.6433 -1.2405
N 0.4775 1.0968 0.0618
C -0.1606 0.2474 1.1570
C 0.5504 -0.1779 2.4169
O 0.3029 0.5256 3.5589
O 1.4378 1.4337 -1.9472
H 0.3797 -1.4807 -1.1048
H 0.7701 -0.9754 -2.6739
H -1.3033 -1.2025 -3.1269
H -1.8558 -1.0942 -1.4269
H -1.7019 0.4048 -2.4581
H 1.0918 1.9961 0.2942
H -0.1630 -0.7831 0.5520
H -1.1773 0.6225 1.3515
H 1.6635 -0.0257 2.3443
H 0.3243 -1.2357 2.7307
H -0.4162 1.1773 3.4778